*one*
Molecular formula: C4H9N3S
Method: DFT, ωB97M-V/def2-TZVPD

Summary:
* 2S+1: 1
* SMILES: [H]/N=C/N=C(\NC)SC
* lowest unoccupied orbital energy: 0.02193 Ha

Last column: natural (NBO) charge in e.
Positions of all 17 atoms, in Å:
H (2.9537, -1.9532, 0.1177)  0.331
N (2.1171, -1.9214, -0.4146)  -0.631
C (1.3259, -1.0746, 0.1490)  0.232
N (-0.0583, -0.9024, -0.1980)  -0.544
C (-0.5002, 0.2813, -0.0180)  0.342
N (0.1768, 1.4179, 0.3789)  -0.643
C (1.3554, 1.9707, -0.2759)  -0.422
S (-2.2730, 0.4508, -0.3074)  0.220
C (-2.7084, -1.2686, 0.0952)  -0.793
H (1.6805, -0.5918, 1.1293)  0.133
H (-0.3987, 2.2569, 0.5949)  0.400
H (2.2237, 2.0593, 0.3432)  0.207
H (1.6213, 1.3018, -1.0627)  0.215
H (1.1302, 2.9120, -0.9375)  0.201
H (-3.8937, -1.3493, 0.4601)  0.238
H (-2.0106, -1.6517, 0.9665)  0.266
H (-2.7418, -1.9377, -1.0207)  0.247

*two*
Molecular formula: C4H9N3S
Method: DFT, ωB97M-V/def2-TZVPD

Summary:
* 2S+1: 1
* SMILES: N/N=C(/CS)N1CC1
* lowest unoccupied orbital energy: 0.02854 Ha

Last column: natural (NBO) charge in e.
Positions of all 17 atoms, in Å:
N (2.1234, 0.6242, 0.4682)  -0.633
N (1.4068, -0.4044, 0.9943)  -0.261
C (0.2019, -0.5021, 0.6674)  0.294
C (-0.4606, -1.6451, 1.1141)  -0.504
S (-0.9649, -2.6456, -0.3728)  -0.071
N (-0.5874, 0.3719, -0.0671)  -0.508
C (-0.5819, 1.1300, -1.4247)  -0.215
C (-0.5477, 1.8309, -0.1741)  -0.261
H (1.7932, 0.9087, -0.4167)  0.322
H (3.1112, 0.0749, 0.2825)  0.365
H (0.3453, -2.3331, 1.4557)  0.249
H (-1.3171, -1.6798, 1.9336)  0.242
H (-2.1227, -2.0458, -0.7940)  0.129
H (0.3043, 1.0837, -1.9115)  0.182
H (-1.5119, 0.8377, -2.0721)  0.222
H (-1.6298, 2.1197, 0.2448)  0.225
H (0.4379, 2.2741, 0.0725)  0.222

*three*
Molecular formula: C4H9N3S
Method: DFT, ωB97M-V/def2-TZVPD

Summary:
* 2S+1: 1
* SMILES: CCN/N=C(\N)C=S
* lowest unoccupied orbital energy: -0.02317 Ha

Last column: natural (NBO) charge in e.
Positions of all 17 atoms, in Å:
C (-4.1537, 0.1081, 0.0350)  -0.628
C (-2.8184, -0.6402, 0.0317)  -0.214
N (-1.6596, 0.2411, -0.1072)  -0.485
N (-0.4874, -0.5640, -0.0966)  -0.262
C (0.6276, 0.1099, -0.0692)  0.276
N (0.7694, 1.4729, 0.0304)  -0.839
C (1.8441, -0.7197, 0.0364)  -0.286
S (3.3611, -0.1751, 0.0195)  0.030
H (-5.0312, -0.5347, 0.1032)  0.225
H (-4.2129, 0.8286, 0.8984)  0.201
H (-4.2212, 0.7326, -0.8618)  0.213
H (-2.6829, -1.3531, -0.9034)  0.208
H (-2.6794, -1.2800, 0.9907)  0.178
H (-1.6123, 1.0432, 0.5257)  0.346
H (-0.0149, 2.0732, -0.1938)  0.397
H (1.7075, 1.8656, -0.0187)  0.418
H (1.6148, -1.7736, 0.1586)  0.222

Most stable: *three* (next structure +0.880 eV)

*one*
Molecular formula: H40O20
Method: DFT, ωB97M-V/def2-TZVPD

Summary:
* 2S+1: 2
* lowest unoccupied orbital energy (spin up / spin down): -0.11590 / -0.38385 Ha
* net charge: +1
* <S²>: 0.759

Last column: Mulliken spin population.
Positions of all 60 atoms, in Å:
O (0.6990, -0.0569, -4.5839)  0.000
H (-0.0753, 0.4507, -4.8564)  0.000
H (1.4003, 0.6135, -4.5356)  0.000
O (-0.8383, 3.8899, 4.5109)  0.000
H (-0.6775, 4.5770, 3.8560)  0.000
H (-1.5725, 3.3548, 4.1836)  0.000
O (-3.2299, 0.4389, 0.8947)  0.003
H (-4.0810, 0.1589, 0.5574)  -0.001
H (-2.7782, 0.3860, 0.0091)  0.000
O (1.8545, -3.0235, -3.9594)  0.000
H (1.9073, -3.0719, -3.0073)  0.000
H (1.8338, -2.0986, -4.1666)  0.000
O (0.1874, 3.4704, 1.3659)  0.000
H (-0.0588, 2.9502, 2.1225)  0.000
H (0.3293, 3.1021, 0.5041)  0.000
O (1.9444, -0.3019, 2.8289)  0.010
H (1.5750, -0.0266, 3.6885)  0.001
H (2.4333, -1.1220, 2.9173)  0.000
O (1.8585, 1.3270, -1.2396)  0.000
H (2.3038, 0.7496, -1.8628)  0.000
H (2.3694, 1.5946, -0.4644)  0.000
O (-0.3015, -4.2418, -0.1694)  0.001
H (0.3176, -4.4902, 0.5420)  0.000
H (-0.8519, -3.5974, 0.2767)  -0.001
O (-0.8750, -1.2805, 1.6079)  0.386
H (-1.2831, -0.7126, 0.9189)  -0.015
H (-0.1176, -0.7615, 1.9164)  -0.002
O (-1.8727, -2.4479, -2.9484)  0.000
H (-1.6158, -3.2087, -2.4317)  0.000
H (-1.4011, -2.4012, -3.7767)  0.000
O (-3.5168, 0.2229, 3.3745)  0.546
H (-3.2456, 0.2015, 2.4090)  -0.011
H (-4.3279, -0.2497, 3.6220)  -0.016
O (0.7269, 0.9360, 5.0983)  -0.001
H (0.3756, 1.7800, 4.8258)  0.000
H (-0.0219, 0.3264, 5.1792)  -0.001
O (4.5070, 3.6413, -1.5103)  0.000
H (4.1552, 4.3617, -0.9875)  0.000
H (5.0366, 3.0051, -1.0274)  0.000
O (-0.7226, 0.2391, -0.8293)  0.029
H (0.1134, 0.7288, -0.8615)  -0.002
H (-0.7795, -0.5504, -1.3168)  0.001
O (-4.4113, -0.4476, -1.6194)  0.000
H (-3.8530, -0.7469, -2.3389)  0.000
H (-4.9872, 0.0520, -2.2298)  0.000
O (2.4440, -3.8357, 0.7105)  0.000
H (3.0444, -4.2099, 0.0553)  0.000
H (1.9827, -3.0920, 0.3044)  0.000
O (-1.1361, -2.1911, 4.6688)  0.079
H (-1.8541, -2.1727, 4.0364)  -0.005
H (-0.5234, -2.9066, 4.5273)  -0.003
O (0.8827, -2.0769, -1.5190)  0.002
H (0.4602, -2.7687, -0.9900)  0.000
H (0.2827, -1.7053, -2.1619)  -0.001
O (1.8543, 2.5014, -3.6118)  0.000
H (2.6995, 2.8267, -3.9553)  0.000
H (1.2364, 3.2231, -3.6929)  0.000
O (0.1731, 3.2264, -1.6925)  0.000
H (-0.7178, 3.0036, -1.7502)  0.000
H (0.7390, 2.4569, -1.4157)  0.000

*two*
Molecular formula: H40O20
Method: DFT, ωB97M-V/def2-TZVPD

Summary:
* 2S+1: 2
* lowest unoccupied orbital energy (spin up / spin down): -0.13694 / -0.37141 Ha
* net charge: +1
* <S²>: 0.754

Last column: Mulliken spin population.
Positions of all 60 atoms, in Å:
O (4.8891, 2.7877, -0.1868)  0.000
H (4.1609, 2.3244, -0.5192)  0.000
H (5.1254, 3.6259, -0.5484)  0.000
O (-0.5168, 2.5852, 2.3400)  0.000
H (-0.9936, 2.5690, 1.4962)  0.000
H (-0.4252, 3.4250, 2.7674)  0.000
O (-2.9567, 1.1010, -3.7500)  0.000
H (-2.5411, 0.2989, -4.1221)  0.000
H (-2.8080, 1.8835, -4.2530)  0.000
O (-3.3541, -2.8808, -0.5600)  0.001
H (-3.3980, -3.1686, -1.4956)  0.000
H (-3.5813, -3.6879, -0.0664)  0.000
O (2.5421, 0.9173, -3.1908)  0.000
H (2.3181, 1.4200, -2.3924)  0.000
H (3.4654, 1.0851, -3.4023)  0.000
O (2.4681, 2.9705, 2.4216)  0.000
H (3.3953, 3.0822, 2.2566)  0.000
H (2.1159, 2.1609, 2.0641)  0.000
O (0.4359, -0.7183, 1.8650)  0.021
H (0.6082, -0.3472, 1.0180)  0.000
H (-0.4531, -0.2179, 2.0388)  -0.001
O (2.6315, -3.6291, -0.4803)  0.003
H (2.6145, -4.4622, 0.0513)  0.000
H (1.7280, -3.2820, -0.3319)  0.000
O (-1.4274, -4.4321, 3.1454)  0.942
H (-1.1518, -3.5787, 2.5793)  -0.012
H (-1.3165, -4.1688, 4.0626)  -0.017
O (2.7200, 4.1327, -2.6441)  0.000
H (1.9589, 4.0691, -3.3214)  0.000
H (2.2638, 4.4193, -1.8418)  0.000
O (-1.5707, 0.1812, -0.2602)  -0.001
H (-2.2918, 0.6522, 0.1089)  0.000
H (-2.0691, -0.6385, -0.5473)  0.000
O (0.9391, -0.6505, -5.5532)  0.000
H (0.3980, 0.0880, -5.7805)  0.000
H (0.2474, -1.3419, -5.7420)  0.000
O (-1.5217, -2.4561, 1.8351)  0.051
H (-0.7687, -2.1996, 1.2834)  -0.002
H (-2.0403, -1.6717, 2.1489)  0.005
O (2.8795, 0.4851, 4.2800)  0.000
H (1.9266, 0.5574, 4.4707)  0.000
H (2.9233, -0.3593, 4.7383)  0.000
O (-4.9709, -0.6035, -0.5059)  0.000
H (-4.2506, -1.1550, -0.4046)  0.000
H (-4.5070, 0.2361, -0.3892)  0.000
O (-2.9370, -0.2505, 2.4022)  0.001
H (-3.6372, -0.8586, 2.6563)  0.000
H (-3.1656, 0.4487, 1.7674)  0.000
O (2.8775, -3.4827, 2.2552)  0.009
H (3.5699, -2.9704, 1.7621)  0.000
H (2.1479, -2.9827, 2.6427)  -0.001
O (0.2577, 2.9660, -1.3533)  0.000
H (0.8672, 3.4787, -0.8644)  0.000
H (0.1125, 2.0975, -0.9914)  0.000
O (1.0314, -1.2510, -1.0343)  0.000
H (0.5777, -0.7184, -1.6808)  0.000
H (1.6858, -1.7159, -1.6072)  0.000
O (-4.1068, 1.8316, -0.7089)  0.000
H (-3.8522, 2.7279, -0.4219)  0.000
H (-3.7600, 1.6830, -1.5691)  0.000

Most stable: *one* (next structure +1.763 eV)

*one*
Molecular formula: C5H17N2O
Method: DFT, ωB97M-V/def2-TZVPD

Summary:
* 2S+1: 1
* lowest unoccupied orbital energy: -0.10749 Ha
* net charge: +1

Last column: natural (NBO) charge in e.
Positions of all 25 atoms, in Å:
C (-0.3133, -1.6780, -1.0104)  -0.244
N (-0.8464, -0.5087, -1.7335)  -0.668
C (-2.2759, -0.6633, -2.0981)  -0.418
C (-0.0327, -1.2780, 0.4529)  -0.239
N (0.7349, -0.0529, 0.7033)  -0.534
C (0.4071, 0.4898, 2.1155)  -0.219
C (1.5813, 1.3366, 2.5319)  -0.675
H (0.5962, -2.0679, -1.5184)  0.217
H (-1.0999, -2.4537, -0.9096)  0.221
H (-0.3426, -0.2177, -2.5692)  0.382
H (-2.8605, -0.7186, -1.1474)  0.195
H (-2.3754, -1.5576, -2.7455)  0.192
H (-2.6005, 0.2603, -2.6148)  0.215
H (0.4779, -2.0869, 1.0570)  0.226
H (-1.0157, -1.2063, 0.9681)  0.219
H (0.3755, 0.6900, 0.0203)  0.482
H (1.7372, -0.2618, 0.6571)  0.438
H (0.0413, -0.2238, 2.8632)  0.247
H (-0.4474, 1.1213, 1.8884)  0.216
H (2.3682, 1.4302, 1.7519)  0.223
H (1.3851, 2.3957, 2.7900)  0.256
H (2.1944, 0.9590, 3.3514)  0.250
H (0.5194, 2.3396, -0.9415)  0.462
H (0.7400, 2.1838, -2.3409)  0.492
O (1.0518, 1.7690, -1.5217)  -0.934

*two*
Molecular formula: C5H17N2O
Method: DFT, ωB97M-V/def2-TZVPD

Summary:
* 2S+1: 1
* lowest unoccupied orbital energy: -0.10063 Ha
* net charge: +1

Last column: natural (NBO) charge in e.
Positions of all 25 atoms, in Å:
C (-1.7234, -0.8163, -2.4679)  -0.430
N (-1.3958, -0.9324, -1.0289)  -0.674
C (-1.0603, -2.3062, -0.6587)  0.078
O (-0.6127, -2.4022, 0.7030)  -0.738
H (-0.8357, -1.0126, -3.0509)  0.207
H (-2.0707, 0.2298, -2.6994)  0.225
H (-2.5368, -1.5178, -2.7726)  0.200
H (-2.2405, -0.6783, -0.4880)  0.372
H (-1.8980, -2.9773, -0.8342)  0.171
H (-0.2456, -2.6498, -1.2916)  0.181
H (-1.4259, -2.4434, 1.2643)  0.490
C (1.8033, 1.2411, 2.2584)  -0.629
C (0.7747, 1.3099, 1.1313)  -0.043
C (1.0124, 2.4637, 0.1600)  -0.631
N (0.8148, 0.0206, 0.3632)  -0.727
H (1.5762, 0.4322, 2.9334)  0.225
H (2.8246, 1.1319, 1.8398)  0.219
H (1.7749, 2.1886, 2.8351)  0.249
H (-0.2196, 1.3696, 1.5534)  0.213
H (2.0191, 2.4001, -0.2738)  0.220
H (0.9393, 3.4087, 0.6934)  0.250
H (0.2508, 2.4649, -0.6487)  0.224
H (0.6836, -0.8256, 0.9482)  0.459
H (0.0528, -0.0397, -0.3571)  0.468
H (1.7384, -0.0596, -0.1117)  0.421

Most stable: *two* (next structure +1.248 eV)

*one*
Molecular formula: C5H17N2O
Method: DFT, ωB97M-V/def2-TZVPD

Summary:
* 2S+1: 1
* lowest unoccupied orbital energy: -0.10545 Ha
* net charge: +1

Last column: natural (NBO) charge in e.
Positions of all 25 atoms, in Å:
C (1.1455, 0.5007, 1.0415)  -0.222
C (0.2260, -0.6411, 1.5611)  -0.426
C (-1.2504, -0.3165, 1.3830)  -0.401
C (-2.0248, -0.7128, 0.0877)  -0.416
C (-1.3520, -0.5521, -1.2547)  -0.223
N (-0.0922, -1.3152, -1.3515)  -0.914
N (2.0689, 0.0418, -0.0728)  -0.686
H (1.7418, 1.0710, 1.7493)  0.227
H (0.4902, 1.1765, 0.5544)  0.234
H (0.3523, -0.6211, 2.6215)  0.237
H (0.4642, -1.5719, 1.0934)  0.211
H (-1.8780, -0.7635, 2.1596)  0.234
H (-1.4726, 0.7378, 1.5656)  0.206
H (-2.8187, -0.0190, 0.0780)  0.233
H (-2.3477, -1.7602, 0.1826)  0.210
H (-1.9489, -0.8021, -2.1513)  0.201
H (-1.1332, 0.4948, -1.5492)  0.183
H (0.3191, -1.3928, -2.2871)  0.382
H (-0.1467, -2.2405, -0.9359)  0.371
H (3.0522, 0.0341, 0.2395)  0.435
H (1.8616, 0.5529, -0.9125)  0.461
H (1.7727, -0.8977, -0.2900)  0.453
H (0.9131, 2.9778, -1.9425)  0.493
H (0.9020, 3.3737, -0.5073)  0.490
O (1.1554, 2.6455, -1.0625)  -0.973

*two*
Molecular formula: C5H17N2O
Method: DFT, ωB97M-V/def2-TZVPD

Summary:
* 2S+1: 1
* lowest unoccupied orbital energy: -0.34304 Ha
* net charge: +1

Last column: natural (NBO) charge in e.
Positions of all 25 atoms, in Å:
N (-2.8240, 0.5201, -1.3557)  -0.975
C (-0.0103, -1.0901, -0.3393)  -0.335
C (1.5318, -0.9889, -0.1358)  -0.354
C (2.0888, 0.0363, -1.1349)  -0.405
C (1.8726, 1.4623, -0.6930)  -0.605
C (-0.6357, -1.4818, 1.0562)  -0.242
N (-0.3235, -0.5937, 2.0939)  -0.526
H (-3.7573, 0.5668, -0.9549)  0.373
H (-2.1725, 0.9680, -0.7349)  0.374
H (-0.3623, -0.1203, -0.6291)  0.249
H (-0.2127, -1.8603, -1.0566)  0.245
H (2.0386, -1.9573, -0.2320)  0.230
H (1.7179, -0.6646, 0.8905)  0.215
H (1.6451, -0.0216, -2.1402)  0.235
H (3.1222, -0.3197, -1.2351)  0.282
H (0.8280, 1.6973, -0.3750)  0.267
H (2.1101, 2.1210, -1.5300)  0.245
H (2.5469, 1.7257, 0.1248)  0.227
H (-1.7070, -1.4175, 0.7833)  0.320
H (-0.3526, -2.5068, 1.2932)  0.237
H (-0.8418, 0.2767, 1.9995)  0.428
H (-0.3277, -0.9962, 3.0285)  0.416
H (-1.1551, 2.1764, 1.1931)  0.464
H (-2.8142, 1.0353, -2.2303)  0.377
O (-0.9210, 1.5246, 0.5078)  -0.743

*three*
Molecular formula: C5H17N2O
Method: DFT, ωB97M-V/def2-TZVPD

Summary:
* 2S+1: 1
* lowest unoccupied orbital energy: -0.10672 Ha
* net charge: +1

Last column: natural (NBO) charge in e.
Positions of all 25 atoms, in Å:
N (-0.3856, -1.5627, 0.6817)  -0.688
C (-0.8226, -0.4504, 1.5878)  -0.052
C (-0.2673, -0.6676, 2.9929)  -0.640
C (-0.3336, 0.8581, 0.9888)  -0.244
N (-0.5530, 0.9013, -0.4510)  -0.668
C (0.5907, 1.4054, -1.2225)  -0.223
C (0.2060, 2.1788, -2.4714)  -0.643
H (-1.0243, -2.3410, 0.7645)  0.436
H (-0.3888, -1.2133, -0.2874)  0.484
H (0.5670, -1.9004, 0.8266)  0.438
H (-1.9003, -0.5207, 1.6502)  0.221
H (-0.4609, 0.1971, 3.5754)  0.249
H (0.7534, -1.0267, 3.0435)  0.225
H (-0.9249, -1.3551, 3.5422)  0.235
H (-0.7644, 1.7035, 1.5266)  0.227
H (0.7384, 0.9300, 1.1508)  0.206
H (-1.3341, 1.4636, -0.7621)  0.390
H (1.2784, 2.0503, -0.6638)  0.188
H (1.2410, 0.5883, -1.5555)  0.175
H (0.1261, 1.6219, -3.4104)  0.221
H (1.0246, 2.8657, -2.7227)  0.235
H (-0.6688, 2.8319, -2.4303)  0.220
H (1.7999, -2.8193, -1.6536)  0.492
H (1.4558, -1.5176, -2.3538)  0.492
O (1.1822, -2.0812, -1.6280)  -0.977

Most stable: *three* (next structure +0.374 eV)